Record 1
A cluster of 11 separate species, C17H56N8O11 in total in a non-equilibrium geometry. Source: the OMol25 dataset; level of theory: ωB97M-V/def2-TZVPD.

**E_HOMO**: -8.812 eV
**Orbital gap**: 8.44 eV
**SMILES**: NC(N)=O.NC(N)=O.NC(N)=O.NC(N)=O.CCO.CCO.CCO.CCO.CCO.CCO.CO

XYZ file:
```
92
Properties=species:S:1:pos:R:3:forces:R:3:lowdin_charge:R:1
N -0.790 13.445 -12.357 -3.23 -3.11 1.74 0.157
C 0.279 14.084 -12.761 5.36 1.51 3.53 -0.585
N 0.084 14.579 -13.973 2.72 1.61 -1.41 0.149
O 1.371 14.268 -11.934 -5.28 -0.89 -4.09 -0.111
H -0.733 13.086 -11.409 -0.10 0.11 -0.40 0.105
H -1.510 12.944 -12.969 1.75 1.48 0.93 0.149
H 0.888 14.979 -14.508 -1.11 -0.37 0.58 0.094
H -0.846 14.561 -14.336 -0.79 0.43 -0.46 0.040
N -4.881 14.374 -14.556 -5.29 -2.82 0.65 0.171
C -3.831 15.069 -14.744 6.98 -2.02 -0.46 -0.609
N -4.060 16.343 -14.567 1.34 3.73 0.77 0.161
O -2.602 14.482 -14.980 -5.47 2.85 0.82 -0.123
H -4.874 13.438 -14.851 0.23 -1.35 -0.28 0.101
H -5.859 14.684 -14.283 2.23 -0.05 -0.61 0.168
H -3.232 16.894 -14.287 -1.03 -0.28 -0.46 0.141
H -4.983 16.653 -14.226 1.14 -0.22 -0.37 0.131
N 1.285 10.066 -16.975 -0.89 4.67 1.17 0.209
C 2.240 9.914 -17.848 4.41 6.43 -1.77 -0.624
N 2.478 8.669 -18.079 2.45 -4.95 -3.54 0.125
O 3.088 10.888 -18.335 -4.54 -4.44 2.25 -0.094
H 1.078 11.040 -16.623 -0.23 -1.83 -0.52 0.098
H 0.749 9.307 -16.698 -1.21 -1.17 0.66 0.087
H 3.136 8.483 -18.871 -0.83 0.26 1.28 0.161
H 1.895 7.871 -17.829 0.00 0.71 -0.08 0.135
N 3.024 16.099 -13.390 -1.23 2.37 5.40 0.155
C 3.294 15.748 -14.580 4.41 -4.45 -2.68 -0.652
N 2.370 16.151 -15.464 -1.40 0.84 -1.90 0.133
O 4.339 14.921 -14.803 -4.35 3.70 0.13 -0.084
H 3.694 15.863 -12.683 -0.08 -0.31 0.13 0.120
H 2.135 16.527 -13.031 1.48 -0.86 -0.89 0.139
H 2.460 15.927 -16.459 -0.02 0.02 0.40 0.051
H 1.693 16.924 -15.271 1.34 -1.04 0.01 0.139
C 5.069 10.773 -15.379 -0.67 0.50 0.23 -0.076
C 4.039 9.763 -14.842 0.70 1.03 -2.53 -0.306
O 4.016 8.604 -15.672 -0.29 -0.69 0.47 -0.089
H 4.792 11.779 -14.954 0.75 -0.79 -0.32 0.082
H 5.138 10.831 -16.468 -0.40 0.00 0.13 0.062
H 6.011 10.395 -15.014 0.64 0.46 0.08 0.065
H 3.082 10.262 -14.822 -0.54 -0.23 0.41 0.070
H 4.473 9.582 -13.889 -0.58 -1.03 1.09 0.092
H 3.337 8.617 -16.380 0.85 0.48 0.87 0.026
C 2.303 11.081 -12.179 0.67 0.79 1.47 -0.073
C 1.385 11.081 -10.952 0.54 -1.43 -2.33 -0.330
O 2.203 10.984 -9.840 -0.23 -0.19 1.20 -0.038
H 2.862 10.191 -12.313 0.28 -1.10 0.11 0.052
H 3.054 11.875 -12.075 -0.12 0.02 0.29 0.095
H 1.853 11.327 -13.077 -1.40 0.28 -1.86 0.015
H 0.642 10.284 -11.006 0.23 -0.40 0.30 0.107
H 0.842 11.976 -10.979 -0.73 1.47 0.26 0.047
H 2.529 11.877 -9.830 0.84 0.51 0.74 0.081
C -2.319 11.606 -16.866 0.82 0.23 0.60 -0.097
C -3.096 12.527 -17.774 1.14 0.25 0.14 -0.323
O -3.901 11.722 -18.613 -0.07 1.06 -2.41 -0.092
H -1.837 12.171 -16.054 -0.32 -0.18 -0.25 0.049
H -1.536 11.016 -17.319 0.35 0.17 -0.64 0.067
H -2.934 10.828 -16.445 -0.72 0.02 0.28 0.064
H -2.414 13.201 -18.385 -0.77 -0.75 0.81 0.115
H -3.695 13.156 -17.107 -0.21 0.21 -0.37 0.081
H -3.817 12.125 -19.529 -0.44 -1.01 1.72 0.115
C 0.275 8.313 -13.636 1.44 0.75 0.71 -0.054
C -0.381 9.624 -13.890 -0.99 0.19 -0.08 -0.332
O -1.572 9.533 -14.680 -0.28 -0.85 0.11 -0.076
H 1.242 8.517 -13.101 -0.76 -0.20 -0.48 0.092
H 0.533 7.883 -14.576 0.15 -0.80 -0.62 0.059
H -0.296 7.651 -13.006 -0.38 -0.26 -0.05 0.077
H 0.187 10.335 -14.425 1.51 0.53 -0.37 0.063
H -0.638 10.095 -12.969 -0.15 0.36 1.05 0.091
H -2.143 10.210 -14.328 -0.43 0.15 -0.22 0.059
C 4.654 13.420 -17.721 -0.17 0.66 1.11 -0.090
C 5.292 14.791 -17.878 -0.01 0.15 0.31 -0.317
O 5.084 15.196 -19.227 0.11 2.23 -1.01 -0.123
H 3.586 13.458 -17.982 0.36 0.05 0.27 0.058
H 4.794 13.081 -16.672 -0.30 0.34 -0.74 0.054
H 5.083 12.680 -18.362 0.47 -0.36 -0.52 0.064
H 6.379 14.785 -17.734 -0.11 -0.26 0.44 0.111
H 4.853 15.542 -17.179 0.26 -0.68 -0.27 0.091
H 5.452 16.122 -19.343 -0.51 -1.77 0.21 0.110
C 0.389 14.364 -18.336 -1.01 -0.08 0.65 -0.084
C 1.112 15.497 -18.920 -0.17 0.45 -1.38 -0.296
O 2.251 15.775 -18.120 -0.15 0.33 -0.39 -0.097
H -0.415 14.002 -18.986 0.29 -0.04 0.14 0.085
H -0.029 14.741 -17.437 -1.00 0.12 1.10 0.064
H 1.039 13.605 -17.992 0.74 -1.19 -0.28 0.056
H 0.385 16.331 -18.988 0.68 0.16 0.08 0.120
H 1.323 15.185 -19.940 0.86 0.46 -0.23 0.120
H 2.982 16.202 -18.585 -0.20 -0.36 -0.38 0.095
C 1.928 12.777 -15.559 0.47 0.80 0.71 -0.149
O 0.554 12.446 -15.570 0.28 -1.85 -1.33 -0.150
H 2.172 13.655 -16.116 -0.22 1.03 -0.05 0.049
H 2.646 12.112 -16.006 -0.57 -1.29 -0.51 0.057
H 2.248 12.843 -14.544 0.47 0.58 0.83 0.071
H 0.015 13.148 -15.220 0.24 0.43 0.14 0.024
```
Positions in Å, forces in eV/Å.

Record 2
A cluster of 11 separate species, C17H56O11 in total in a non-equilibrium geometry. Source: the OMol25 dataset; level of theory: ωB97M-V/def2-TZVPD.

**2S+1**: 2
**E_HOMO (alpha / beta)**: -12.061 / -12.055 eV
**Orbital gap (alpha / beta)**: 9.79 / 2.78 eV
**Net charge**: +1
**<S²>**: 0.7550

XYZ file:
```
84
Properties=species:S:1:pos:R:3:forces:R:3:lowdin_spin:R:1
C -6.325 -21.992 24.856 -0.66 0.99 -0.18 0.000
C -5.618 -21.000 25.815 -1.33 -0.99 -0.18 0.000
O -4.504 -21.633 26.371 1.27 -1.01 0.83 -0.003
H -5.862 -22.118 23.877 0.55 -0.09 0.27 0.000
H -7.323 -21.649 24.583 -0.18 0.30 0.23 0.000
H -6.506 -22.959 25.325 0.34 -0.05 0.10 0.000
H -6.243 -20.818 26.688 -0.32 0.31 -0.30 0.000
H -5.329 -20.049 25.367 -0.15 -0.05 -0.17 0.000
H -3.836 -21.710 25.686 0.72 -0.06 -0.46 0.000
C 0.277 -25.634 21.984 -0.54 -0.45 -0.47 0.000
C -1.015 -24.973 22.499 0.89 -0.98 -0.17 0.000
O -0.764 -24.355 23.752 -0.71 1.26 0.39 0.002
H 1.061 -24.984 21.597 -0.33 0.41 0.21 0.000
H 0.036 -26.316 21.168 -0.08 0.03 -0.13 0.000
H 0.734 -26.268 22.744 -0.12 0.06 0.28 0.000
H -1.819 -25.698 22.624 0.12 -0.52 0.03 0.000
H -1.455 -24.270 21.792 0.49 0.53 0.20 0.000
H -0.330 -24.943 24.375 0.13 -0.32 -0.25 0.000
C -5.854 -29.677 22.766 0.27 1.17 -0.08 0.000
C -6.118 -28.167 23.055 -0.14 -0.44 0.35 0.002
O -5.103 -27.308 22.632 2.67 -0.12 -0.92 0.011
H -6.509 -30.314 23.360 -0.24 0.20 -0.17 0.000
H -4.841 -29.943 23.068 0.12 0.17 0.03 0.000
H -5.939 -29.916 21.706 -0.16 0.00 0.05 0.000
H -6.126 -28.025 24.136 -0.98 -0.31 0.22 0.001
H -6.971 -27.738 22.528 -0.94 -0.81 0.55 0.001
H -5.305 -26.392 22.840 -0.65 -0.27 -0.14 0.000
C -5.901 -26.351 19.250 0.66 0.46 0.47 0.000
C -6.564 -27.653 18.936 -0.73 1.35 1.95 0.000
O -6.324 -27.962 17.640 0.10 -1.23 -1.96 0.000
H -6.064 -25.639 18.440 -0.16 0.11 0.11 0.000
H -4.830 -26.547 19.312 0.28 0.27 0.10 0.000
H -6.243 -25.965 20.210 0.10 0.21 0.05 0.000
H -7.626 -27.471 19.102 -0.26 -0.56 -0.34 0.000
H -6.220 -28.376 19.676 -0.08 -0.50 -0.07 0.000
H -5.377 -28.083 17.543 0.11 -0.09 -0.26 0.000
C -10.084 -25.752 25.846 -0.14 -0.43 0.13 0.001
C -8.905 -25.111 25.146 -0.99 0.29 -1.23 0.011
O -7.938 -26.031 24.732 0.92 -1.26 0.82 0.068
H -10.552 -26.548 25.266 0.57 -0.27 -0.27 0.000
H -10.930 -25.070 25.921 0.36 0.46 0.44 0.000
H -9.817 -26.175 26.815 -0.12 0.17 0.08 0.001
H -8.447 -24.289 25.696 -0.14 0.13 0.29 0.004
H -9.290 -24.740 24.197 -0.30 0.83 0.00 0.006
H -7.318 -25.615 24.128 0.05 0.28 -0.32 -0.001
C -2.421 -23.456 17.666 1.13 0.12 -0.18 0.000
C -2.539 -24.191 18.997 -1.40 -0.29 -0.49 0.000
O -1.726 -25.361 19.064 0.20 0.35 -0.13 0.000
H -2.401 -24.107 16.792 0.13 -0.47 0.32 0.000
H -1.471 -22.923 17.688 0.09 0.08 -0.30 0.000
H -3.179 -22.725 17.386 -0.29 0.01 0.82 0.000
H -3.569 -24.532 19.103 -0.33 0.11 0.06 0.000
H -2.346 -23.552 19.859 0.23 0.38 -0.06 0.000
H -2.156 -25.911 19.724 0.16 -0.30 -0.02 0.000
C -4.618 -24.311 22.475 0.11 0.71 0.24 0.001
O -5.963 -24.665 22.719 -0.02 -0.14 0.60 0.001
H -4.333 -24.582 21.458 0.24 -0.02 0.04 0.000
H -4.512 -23.242 22.657 0.36 0.09 -0.29 0.000
H -3.983 -24.794 23.217 0.05 -0.26 -0.25 0.001
H -6.494 -24.071 22.185 -0.77 -0.23 -0.44 0.000
C -8.673 -22.514 21.520 -1.29 -0.39 -0.25 0.000
O -8.150 -23.784 21.096 1.06 0.68 0.68 0.000
H -9.651 -22.718 21.958 -0.19 0.31 0.04 0.000
H -8.099 -22.014 22.300 0.57 -0.60 -0.12 0.000
H -8.802 -21.787 20.719 0.13 -0.18 -0.22 0.000
H -8.622 -24.159 20.348 -0.20 0.32 -0.01 0.000
C -4.113 -25.082 26.046 0.19 -0.74 1.71 0.116
O -3.956 -24.281 27.203 0.22 -2.74 -0.41 0.667
H -5.168 -25.071 25.771 -0.71 0.76 -0.65 0.052
H -3.459 -24.690 25.267 -0.12 0.38 -0.49 0.046
H -3.958 -26.136 26.274 0.72 0.24 0.29 0.000
H -4.250 -23.387 27.015 -0.56 2.65 -0.63 0.008
C -2.403 -28.160 24.486 -0.07 -1.81 -0.61 0.001
O -1.738 -28.273 25.718 0.37 1.04 0.66 0.000
H -2.745 -27.163 24.207 0.10 0.04 0.49 0.000
H -1.774 -28.550 23.686 0.18 0.38 -0.32 0.000
H -3.224 -28.876 24.512 -0.62 0.43 -0.25 0.000
H -1.221 -29.082 25.722 -0.03 0.01 0.00 0.000
C -2.221 -21.283 23.407 0.59 1.38 -0.91 0.000
O -2.594 -22.242 24.321 -1.23 -1.00 1.22 0.003
H -1.383 -20.710 23.804 0.19 0.13 -0.26 0.000
H -1.958 -21.721 22.445 0.13 0.01 -0.10 0.000
H -3.032 -20.576 23.232 -0.17 -0.11 0.11 0.000
H -1.937 -22.942 24.294 0.52 -0.50 -0.01 0.000
```
Positions in Å, forces in eV/Å.